1.
36
Properties=species:S:1:pos:R:3 method="wB97M-V/def2-TZVPD" lumo_ev=0.66 smiles=Cn1nnc(NCc2cc(Br)ccc2OCc2cccs2)n1 max_force_ha_per_bohr=0.021 homo_lumo_gap_ev=9.20
C -2.05 -3.14 -2.18
N -1.08 -2.79 -1.19
N 0.20 -2.90 -1.36
N 0.78 -2.49 -0.28
C -0.21 -2.15 0.57
N 0.00 -1.73 1.84
C -1.01 -0.87 2.43
C -1.27 0.34 1.56
C -2.51 0.53 0.97
C -2.70 1.60 0.11
Br -4.40 1.84 -0.71
C -1.68 2.48 -0.18
C -0.43 2.28 0.40
C -0.22 1.22 1.26
O 0.97 0.93 1.87
C 2.12 1.68 1.52
C 2.53 1.49 0.09
C 2.49 0.35 -0.66
C 2.95 0.55 -1.98
C 3.34 1.83 -2.21
S 3.14 2.83 -0.83
N -1.41 -2.33 0.01
H -1.52 -3.47 -3.06
H -2.69 -3.94 -1.80
H -2.67 -2.28 -2.41
H 0.95 -1.42 1.99
H -0.66 -0.57 3.42
H -1.93 -1.46 2.53
H -3.31 -0.15 1.18
H -1.83 3.30 -0.85
H 0.36 2.97 0.16
H 1.97 2.75 1.73
H 2.90 1.30 2.19
H 2.14 -0.60 -0.30
H 3.00 -0.23 -2.71
H 3.74 2.26 -3.11



2.
38
Properties=species:S:1:pos:R:3 method="wB97M-V/def2-TZVPD" lumo_ev=-1.91 smiles="O=P(O)(O)Pc1c(-c2ccccc2)ccc2nsnc12.ClCCCl" max_force_ha_per_bohr=0.123 relative_energy_ev=18.7033 homo_lumo_gap_ev=6.22
O 3.29 2.76 -0.39
P 1.75 2.70 -0.83
O 0.72 2.13 0.49
O 1.24 4.31 -1.38
P 1.58 1.21 -2.41
C 1.31 -0.57 -1.69
C -0.15 -1.05 -1.03
C -1.47 -0.05 -0.94
C -1.90 0.84 -2.28
C -3.18 1.87 -2.32
C -4.10 1.97 -0.96
C -3.74 1.11 0.40
C -2.42 0.09 0.43
C -0.38 -2.59 -0.41
C 0.85 -3.68 -0.48
C 2.25 -3.17 -1.18
N 3.43 -4.10 -1.33
S 4.68 -3.14 -2.13
N 3.95 -1.53 -2.35
C 2.55 -1.67 -1.77
H 1.23 2.42 1.32
H 1.40 4.35 -2.39
H 2.86 1.27 -3.14
H -1.22 0.76 -3.26
H -3.38 2.49 -3.31
H -5.04 2.68 -0.98
H -4.45 1.22 1.34
H -2.16 -0.55 1.39
H -1.42 -2.90 0.08
H 0.64 -4.76 -0.07
Cl -0.04 -1.53 5.81
C 0.64 -0.48 4.54
C -0.26 -0.39 3.32
Cl -0.32 -1.93 2.42
H 1.64 -0.86 4.29
H 0.76 0.52 4.99
H 0.13 0.36 2.62
H -1.28 -0.11 3.59